No. 1
Here is a structure of composition C22H19CuFN8O13 from the Open Molecules 2025 dataset. Energies are from ωB97M-V with the def2-TZVPD basis set.

```
! RIJCOSX wB97M-V def2-TZVPD def2/J DEFGRID3
* xyz -2 2
Cu 1.499 -0.520 -0.557
N 0.013 -1.854 -1.539
C 0.107 -1.564 -2.961
C 1.562 -1.109 -3.322
O 1.921 -1.246 -4.485
O 2.253 -0.639 -2.379
H 0.410 -2.760 -1.317
H -0.930 -1.790 -1.173
H -0.562 -0.738 -3.209
H -0.162 -2.421 -3.594
F 1.401 -6.350 0.678
C 0.301 -5.590 0.906
C 0.395 -4.512 1.725
N -0.687 -3.768 2.063
C -0.492 -2.588 2.859
C 0.514 -1.546 2.149
O 0.739 -0.542 2.800
O 0.963 -1.945 1.058
C -1.920 -4.004 1.491
O -2.915 -3.359 1.736
N -1.962 -5.095 0.649
C -0.944 -5.985 0.300
O -1.177 -6.944 -0.410
H 1.340 -4.229 2.162
H -0.058 -2.844 3.829
H -1.455 -2.099 3.004
H -2.867 -5.272 0.227
C -1.318 1.046 -0.050
C -2.111 1.335 0.812
C -3.029 1.575 1.856
C -4.400 1.529 1.595
C -5.312 1.758 2.607
C -4.868 2.040 3.890
C -3.507 2.089 4.153
C -2.587 1.859 3.148
H -4.726 1.298 0.591
H -6.373 1.706 2.392
H -5.582 2.220 4.683
H -3.166 2.301 5.157
H -1.526 1.874 3.346
N 3.638 -0.801 1.675
N 3.488 -0.320 0.314
H 3.178 -1.715 1.686
H 3.033 -0.202 2.240
H 4.190 -0.775 -0.270
H 3.664 0.691 0.301
O 2.643 6.008 -4.638
N 1.679 5.255 -4.502
O 0.703 5.298 -5.248
C 1.681 4.328 -3.445
C 0.593 3.468 -3.274
C 0.574 2.543 -2.230
C 1.691 2.427 -1.282
O 1.690 1.635 -0.323
C 2.761 3.374 -1.511
C 2.750 4.285 -2.562
N 3.855 3.437 -0.638
O 4.573 4.441 -0.685
O 4.095 2.523 0.151
N -0.516 1.769 -2.124
O -1.553 1.785 -2.825
O -0.541 0.759 -1.030
H -0.243 3.522 -3.952
H 3.590 4.947 -2.697
*
```

Calculated values
E_LUMO (spin up / spin down): 3.89 / 3.54 eV
E_tot: -109010.5107 eV
ΔE to the lowest compared entry with this formula, charge and spin: 65.4 kcal/mol
<S²>: 0.79
HOMO-LUMO gap (spin up / spin down): 4.8 / 4.5 eV

No. 2
Here is an isolated molecule of C22H26BFN4O6S from the Open Molecules 2025 dataset. Energies are from ωB97M-V with the def2-TZVPD basis set.

```
! RIJCOSX wB97M-V def2-TZVPD def2/J DEFGRID3
* xyz 0 1
C -2.191 -0.938 4.734
C -3.497 -0.770 3.935
C -3.672 0.684 3.385
C -2.429 1.160 2.646
C -2.152 0.531 1.450
C -1.067 0.888 0.644
C -0.262 1.913 1.113
C -0.517 2.546 2.320
N 0.354 3.603 2.793
C -1.614 2.200 3.121
C -1.919 2.928 4.408
O -3.040 3.274 4.691
N -0.870 3.276 5.345
C -0.660 4.666 5.375
O -1.140 5.464 4.619
F 0.120 5.147 6.374
S 1.132 2.498 0.167
C 1.297 1.214 -1.078
C 2.481 1.256 -1.823
N 3.452 2.228 -1.544
C 2.640 0.310 -2.834
B 3.906 0.278 -3.784
O 3.675 0.230 -5.146
O 5.210 0.322 -3.268
C 1.660 -0.664 -3.046
C 0.509 -0.679 -2.278
C -0.521 -1.781 -2.580
C -0.735 -2.003 -4.112
C -0.253 -3.367 -4.629
O 1.101 -3.679 -4.237
C 1.209 -4.892 -3.594
C 1.866 -4.807 -2.211
O 0.831 -5.931 -4.065
C 0.297 0.273 -1.267
N -0.941 0.185 -0.575
H -2.111 -1.999 5.026
H -2.203 -0.363 5.674
H -1.281 -0.701 4.167
H -3.550 -1.457 3.078
H -4.334 -0.953 4.624
H -4.517 0.648 2.677
H -3.991 1.346 4.195
H -2.824 -0.261 1.114
H 0.253 4.364 2.124
H 1.319 3.274 2.772
H -0.018 2.786 5.081
H 4.379 1.921 -1.820
H 3.529 2.404 -0.544
H 4.378 0.693 -5.619
H 5.639 1.144 -3.541
H 1.797 -1.395 -3.840
H -1.502 -1.554 -2.151
H -0.190 -2.745 -2.164
H -0.277 -1.212 -4.722
H -1.817 -1.954 -4.322
H -0.283 -3.385 -5.730
H -0.935 -4.163 -4.296
H 1.863 -5.777 -1.706
H 2.890 -4.435 -2.339
H 1.268 -4.110 -1.609
H -1.741 0.319 -1.179
*
```

Calculated values
Structure (SMILES): CCCc1cc2c(c(N)c1C(=O)NC(=O)F)Sc1c(N)c(B(O)O)cc(CCCOC(C)=O)c1N2
E_LUMO: 0.00 eV
E_tot: -55713.8177 eV
HOMO-LUMO gap: 7.9 eV

No. 3
Here is a cluster of 3 separate species, C4H10O4S2 in total from the Open Molecules 2025 dataset. Energies are from ωB97M-V with the def2-TZVPD basis set.

```
! RIJCOSX wB97M-V def2-TZVPD def2/J DEFGRID3
* xyz 0 1
O -0.454 2.582 1.888
C 0.546 2.924 0.908
C 1.731 1.932 0.860
O 1.998 1.055 1.836
S 2.810 2.058 -0.368
H -0.915 1.817 1.482
H 0.124 2.859 -0.047
H 0.864 3.955 1.165
H 1.567 1.352 2.675
O -1.074 0.373 0.423
C -1.100 -1.035 0.416
C 0.256 -1.723 0.630
O 1.318 -1.052 0.144
S 0.297 -3.252 1.140
H -0.909 0.863 -0.456
H -1.694 -1.338 1.286
H -1.508 -1.491 -0.431
H 2.220 -1.316 0.345
H 2.877 -3.727 2.616
H 2.659 -4.431 2.737
*
```

Calculated values
Structure (SMILES): OCC(O)=S.OCC(O)=S.[H][H]
E_LUMO: 0.06 eV
E_tot: -34168.0324 eV
ΔE to the lowest compared entry with this formula, charge and spin: 33.6 kcal/mol
HOMO-LUMO gap: 8.9 eV

No. 4
Here is a cluster of 2 separate species, C6H5N3 in total from the Open Molecules 2025 dataset. Energies are from ωB97M-V with the def2-TZVPD basis set.

```
! RIJCOSX wB97M-V def2-TZVPD def2/J DEFGRID3
* xyz 0 1
C 1.075 -1.352 -1.488
C -0.470 0.361 -2.115
C -0.193 1.512 1.793
C 0.291 0.336 1.489
C -0.362 -0.511 0.586
C 0.549 -0.045 -1.287
N 1.380 -2.428 -1.770
N -1.293 0.708 -2.833
N -1.105 -1.470 0.664
H 0.384 2.086 2.470
H -1.158 2.000 1.448
H 1.271 -0.006 1.819
H 1.108 0.777 -0.624
H -1.477 -1.967 -0.153
*
```

Calculated values
E_LUMO (spin up / spin down): -0.82 / -0.81 eV
E_tot: -10768.9504 eV
ΔE to the lowest compared entry with this formula, charge and spin: 98.6 kcal/mol
HOMO-LUMO gap (spin up / spin down): 8.4 / 8.4 eV

No. 5
Here is a structure of composition C31H40BrN4O3SiW from the Open Molecules 2025 dataset. Energies are from ωB97M-V with the def2-TZVPD basis set.

```
! RIJCOSX wB97M-V def2-TZVPD def2/J DEFGRID3
* xyz 3 3
W 0.203 0.029 -0.141
C -1.063 1.998 3.634
C -2.437 2.127 3.461
C -3.022 1.539 2.355
C -2.229 0.850 1.450
N -0.880 0.788 1.575
C -0.329 1.343 2.672
C -2.742 0.072 0.332
C -4.072 -0.229 0.111
C -4.409 -1.102 -0.912
C -3.397 -1.711 -1.639
C -2.079 -1.389 -1.372
N -1.759 -0.449 -0.444
C -0.925 -2.130 -1.860
C -0.955 -3.055 -2.889
C 0.161 -3.838 -3.125
C 1.256 -3.707 -2.279
C 1.239 -2.732 -1.308
N 0.197 -1.905 -1.125
H -0.568 2.408 4.502
H -3.037 2.667 4.182
H -4.088 1.607 2.195
H 0.743 1.265 2.777
H -4.840 0.182 0.750
H -5.445 -1.348 -1.101
H -3.632 -2.474 -2.367
H -1.848 -3.169 -3.487
H 0.167 -4.558 -3.933
H 2.109 -4.364 -2.374
H 2.081 -2.603 -0.644
C 2.341 2.603 -0.757
O 1.284 2.277 0.181
C 0.497 3.479 0.418
C -0.454 3.814 -0.709
O -1.366 2.746 -0.878
C -2.251 3.015 -1.966
H 2.751 3.581 -0.509
H 1.967 2.602 -1.778
H 3.125 1.863 -0.653
H 1.193 4.307 0.547
H -0.045 3.349 1.348
H 0.088 3.990 -1.645
H -0.997 4.730 -0.456
H -2.945 3.816 -1.701
H -2.801 2.102 -2.182
H -1.688 3.302 -2.855
Br -0.673 -2.425 1.858
C 1.078 -1.755 2.157
C 1.851 -2.323 3.145
C 3.088 -1.759 3.423
C 3.472 -0.625 2.715
C 2.651 -0.133 1.731
N 1.457 -0.694 1.403
H 1.484 -3.183 3.688
H 3.726 -2.188 4.185
H 4.406 -0.125 2.932
H 2.926 0.749 1.170
C 1.676 0.724 -5.855
Si 0.054 1.336 -5.140
C -0.179 3.198 -5.203
C -1.445 0.377 -5.742
C 0.177 0.921 -3.302
C 0.254 0.651 -2.110
H 1.725 0.931 -6.927
H 1.788 -0.354 -5.725
H 2.530 1.220 -5.390
H -0.069 3.559 -6.228
H 0.563 3.716 -4.593
H -1.174 3.492 -4.865
H -1.633 0.603 -6.793
H -2.344 0.643 -5.181
H -1.289 -0.700 -5.659
C 4.523 -1.358 -2.282
C 3.987 -0.671 -1.047
O 2.583 -0.309 -1.217
H 5.580 -1.587 -2.147
H 4.436 -0.706 -3.155
H 3.999 -2.291 -2.488
H 4.561 0.235 -0.838
H 4.039 -1.317 -0.171
H 2.470 -0.068 -2.146
*
```

Calculated values
E_LUMO (spin up / spin down): -9.20 / -10.12 eV
E_tot: -124620.3043 eV
ΔE to the lowest compared entry with this formula, charge and spin: 20.1 kcal/mol
<S²>: 2.02
HOMO-LUMO gap (spin up / spin down): 7.1 / 7.0 eV

No. 6
Here is a cluster of 5 separate species, C27H36F32O7Si2 in total from the Open Molecules 2025 dataset. Energies are from ωB97M-V with the def2-TZVPD basis set.

```
! RIJCOSX wB97M-V def2-TZVPD def2/J DEFGRID3
* xyz 0 1
C -5.073 -2.956 2.249
C -4.651 -2.282 3.548
C -5.059 -3.184 4.707
C -3.163 -2.073 3.461
C -2.524 -1.181 4.552
C -3.493 -0.542 5.529
C -1.625 -0.133 3.939
O -2.336 1.096 3.755
Si -1.329 2.385 3.493
O -1.770 3.218 2.133
Si -1.043 2.663 0.751
O -1.794 3.386 -0.526
H -6.007 -3.455 2.366
H -4.341 -3.671 1.940
H -5.157 -2.240 1.452
H -5.152 -1.337 3.559
H -5.382 -4.142 4.377
H -5.879 -2.706 5.200
H -4.250 -3.270 5.399
H -2.965 -1.619 2.507
H -2.671 -3.028 3.470
H -1.882 -1.811 5.133
H -3.717 -1.214 6.325
H -4.369 -0.143 5.073
H -2.992 0.286 5.987
H -0.755 -0.018 4.557
H -1.280 -0.480 2.982
H 0.062 1.908 3.359
H -1.391 3.312 4.631
H 0.385 3.015 0.707
H -1.193 1.201 0.654
H -2.712 3.508 -0.282
C 3.491 1.730 -4.431
C 4.440 1.194 -3.345
C 4.317 -0.292 -3.002
F 3.094 -0.580 -2.516
F 5.226 -0.635 -2.053
F 4.326 1.949 -2.234
F 5.705 1.383 -3.822
O 2.320 2.392 -3.999
C 1.188 1.690 -3.701
C 0.819 1.846 -2.228
F 1.818 1.411 -1.432
F -0.277 1.107 -1.945
F 1.294 0.398 -4.058
F 0.184 2.223 -4.424
H 4.052 2.506 -4.946
H 3.271 0.976 -5.186
H 4.507 -0.907 -3.887
H 0.616 2.893 -1.994
C 1.737 1.285 -10.145
C 2.994 1.574 -9.310
C 4.239 0.735 -9.601
F 4.015 -0.574 -9.367
F 5.236 1.142 -8.776
F 2.684 1.496 -7.998
F 3.340 2.863 -9.570
O 0.759 0.455 -9.557
C 0.851 -0.904 -9.648
C 1.014 -1.532 -8.265
F 2.123 -1.057 -7.658
F 1.146 -2.868 -8.402
F 1.828 -1.282 -10.490
F -0.314 -1.352 -10.156
H 1.237 2.245 -10.248
H 1.987 0.966 -11.156
H 4.564 0.870 -10.636
H 0.145 -1.312 -7.643
C 8.982 1.654 -0.903
C 9.888 0.997 -1.957
C 9.500 -0.402 -2.426
F 9.520 -1.285 -1.406
F 10.388 -0.832 -3.356
F 11.165 1.007 -1.522
F 9.838 1.792 -3.062
O 9.402 1.585 0.446
C 9.101 0.505 1.225
C 10.369 -0.220 1.674
F 11.078 -0.642 0.611
F 10.020 -1.299 2.409
F 8.235 -0.323 0.620
F 8.497 0.972 2.338
H 9.008 2.717 -1.128
H 7.941 1.354 -1.018
H 8.504 -0.397 -2.878
H 10.991 0.446 2.276
C -8.788 0.449 6.969
C -8.273 -0.543 5.914
C -9.320 -1.254 5.056
F -10.140 -2.013 5.810
F -8.682 -2.069 4.181
F -7.467 -1.449 6.503
F -7.506 0.181 5.053
O -8.897 -0.020 8.296
C -10.019 -0.674 8.714
C -9.698 -2.112 9.117
F -9.164 -2.784 8.079
F -10.843 -2.730 9.482
F -11.000 -0.617 7.797
F -10.465 -0.039 9.817
H -8.025 1.221 7.027
H -9.699 0.950 6.644
H -9.913 -0.530 4.490
H -8.994 -2.123 9.951
*
```

Calculated values
E_LUMO: 0.43 eV
E_tot: -145634.0236 eV
ΔE to the lowest compared entry with this formula, charge and spin: 19.3 kcal/mol
HOMO-LUMO gap: 10.8 eV

No. 7
Here is a structure of composition C20H8F11N4O7PdS2 from the Open Molecules 2025 dataset. Energies are from ωB97M-V with the def2-TZVPD basis set.

```
! RIJCOSX wB97M-V def2-TZVPD def2/J DEFGRID3
* xyz 1 5
Pd -0.710 -0.208 0.035
O -4.216 2.024 0.675
C -3.130 1.622 0.230
N -2.455 0.637 0.822
C -3.113 0.074 1.845
O -4.204 0.513 2.227
C -2.443 -1.127 2.431
C -2.972 -1.780 3.522
C -2.293 -2.892 4.007
C -1.128 -3.290 3.382
C -0.668 -2.574 2.282
N -1.313 -1.516 1.813
C -2.484 2.174 -1.001
C -3.051 3.222 -1.694
C -2.407 3.664 -2.843
C -1.240 3.040 -3.237
C -0.737 1.991 -2.473
N -1.345 1.565 -1.372
H -3.889 -1.424 3.971
H -2.675 -3.436 4.860
H -0.573 -4.151 3.727
H 0.231 -2.862 1.754
H -3.970 3.668 -1.340
H -2.817 4.482 -3.419
H -0.711 3.351 -4.126
H 0.182 1.488 -2.740
F 3.434 -2.958 -1.495
C 3.416 -1.664 -1.219
F 4.450 -1.066 -1.790
F 3.490 -1.494 0.105
S 1.862 -0.906 -1.848
O 1.904 0.445 -1.356
O 1.816 -1.135 -3.254
N 0.785 -1.718 -0.996
S -0.465 -2.620 -1.454
O -0.554 -3.776 -0.626
O -1.612 -1.704 -1.479
C -0.316 -3.253 -3.203
F -0.527 -2.290 -4.077
F 0.873 -3.802 -3.375
F -1.258 -4.176 -3.325
F 5.397 3.299 1.139
C 4.260 2.661 1.236
C 4.182 1.519 2.051
F 5.265 1.114 2.688
C 2.997 0.855 2.160
F 2.897 -0.227 2.901
C 1.822 1.276 1.426
O 0.766 0.618 1.503
C 1.958 2.471 0.627
F 0.886 2.909 -0.005
C 3.140 3.139 0.533
F 3.263 4.227 -0.207
*
```

Calculated values
E_LUMO (spin up / spin down): -4.37 / -6.29 eV
E_tot: -96194.3062 eV
ΔE to the lowest compared entry with this formula, charge and spin: 0.0 kcal/mol
<S²>: 6.05
HOMO-LUMO gap (spin up / spin down): 7.9 / 6.7 eV